ORCA calculation (ωB97M-V with the def2-TZVPD basis set) on a structure of composition C32H33FN2O4S at a distorted geometry.

ORCA input file:
```
! RIJCOSX wB97M-V def2-TZVPD def2/J DEFGRID3
* xyz 0 1
C 4.26 0.90 1.80
C 3.73 -0.42 2.26
O 2.56 -0.19 3.18
C 1.92 -1.36 3.56
C 0.39 -1.52 3.70
F -0.10 -2.48 2.88
S 0.14 0.08 1.96
C -1.39 -0.19 1.03
C -1.58 0.68 -0.03
C -2.78 0.58 -0.72
C -3.75 -0.35 -0.34
C -3.51 -1.23 0.72
C -2.27 -1.21 1.34
O -0.02 1.33 2.69
O 1.14 0.00 0.89
O 2.48 -2.42 3.75
H 5.00 0.72 1.01
H 3.49 1.54 1.37
H 4.76 1.43 2.62
H 3.37 -0.99 1.39
H 4.48 -1.00 2.81
H -0.78 1.36 -0.31
H -2.95 1.26 -1.56
H -4.71 -0.39 -0.86
H -4.27 -1.94 1.08
H -1.97 -1.97 2.06
C -5.32 -2.14 4.36
N -3.94 -2.38 4.69
C -2.87 -1.56 4.35
C -1.71 -2.08 4.88
C -0.38 -1.24 4.88
C 0.25 -1.50 6.29
C -0.62 -1.60 7.40
C -0.15 -1.80 8.70
C 1.26 -1.75 8.89
N 1.79 -1.93 10.13
C 0.95 -1.91 11.31
C -0.38 -2.60 11.06
C -1.07 -2.04 9.85
C 3.17 -1.65 10.40
C 4.07 -2.09 9.26
C 3.60 -1.50 7.95
C 2.13 -1.59 7.78
C 1.61 -1.48 6.49
C -2.06 -3.39 5.47
C -1.39 -4.30 6.31
C -2.12 -5.31 6.93
C -3.51 -5.42 6.77
C -4.21 -4.50 5.99
C -3.48 -3.51 5.35
H -5.86 -3.08 4.53
H -5.78 -1.36 4.98
H -5.41 -1.86 3.31
H -2.98 -0.61 3.82
H -0.49 -0.19 4.67
H -1.70 -1.48 7.24
H 1.52 -2.41 12.11
H 0.79 -0.87 11.63
H -0.20 -3.67 10.93
H -0.99 -2.48 11.95
H -1.58 -1.10 10.12
H -1.86 -2.72 9.51
H 3.30 -0.57 10.58
H 3.43 -2.17 11.32
H 5.09 -1.77 9.46
H 4.07 -3.18 9.19
H 3.91 -0.45 7.88
H 4.06 -2.01 7.10
H 2.31 -1.34 5.69
H -0.31 -4.16 6.51
H -1.60 -6.02 7.56
H -4.04 -6.23 7.24
H -5.27 -4.52 5.85
*
```

Results
Max |F|   5.15 eV Å⁻¹
DFT total energy   -58439.53121 eV
Gap between HOMO and LUMO   0.26352 Ha
LUMO energy   -0.10 eV



ORCA calculation (ωB97M-V with the def2-TZVPD basis set) on a structure of composition C32H33N7O8PSTi.

ORCA input file:
```
! RIJCOSX wB97M-V def2-TZVPD def2/J DEFGRID3
* xyz -2 4
Ti 0.34 0.41 1.39
O 2.14 -0.31 1.85
N 2.60 -0.25 3.15
C 3.91 -0.72 3.32
C 4.34 -1.13 4.54
C 3.48 -1.11 5.66
C 2.14 -0.68 5.44
C 1.70 -0.29 4.20
S 0.05 0.13 3.81
H 4.51 -0.68 2.42
H 5.37 -1.45 4.64
H 3.82 -1.42 6.64
H 1.43 -0.63 6.26
O 1.35 6.12 -1.59
C 1.39 4.97 -1.09
C 1.79 3.71 -1.87
O 2.11 3.66 -3.05
C 1.67 2.59 -0.95
C 1.18 3.02 0.24
O 0.83 2.28 1.26
C 1.04 4.53 0.23
O 0.62 5.20 1.21
O 2.00 1.29 -1.29
C 2.00 -3.27 -3.86
P 1.70 -1.97 -2.53
C 0.49 -2.92 -1.48
C -0.58 -2.21 -0.68
C -1.59 -3.17 0.04
C -1.49 -4.64 -0.19
C -0.44 -5.13 -0.84
C 0.54 -4.26 -1.48
C 0.51 -1.00 -3.55
C -0.70 -1.52 -3.99
C -1.59 -0.75 -4.74
C -1.25 0.56 -5.07
C -0.03 1.09 -4.66
C 0.84 0.31 -3.91
H 1.10 -3.78 -4.22
H 2.73 -4.01 -3.52
H 2.46 -2.74 -4.70
H -1.01 -1.41 -1.28
H -2.61 -2.80 0.01
H -2.25 -5.29 0.24
H -0.33 -6.20 -0.97
H 1.30 -4.77 -2.06
H -0.98 -2.54 -3.72
H -2.54 -1.17 -5.05
H -1.95 1.17 -5.64
H 0.23 2.11 -4.88
H 1.76 0.76 -3.55
C -1.69 3.51 2.48
N -2.10 3.21 1.12
C -2.34 4.36 0.25
C -2.14 3.96 -1.20
C -2.99 2.74 -1.50
N -2.70 1.69 -0.55
C -2.96 0.33 -0.94
C -2.19 1.93 0.69
O -1.83 0.98 1.42
H -0.84 4.20 2.45
H -1.39 2.60 2.99
H -2.53 3.96 3.02
H -1.61 5.12 0.53
H -3.36 4.74 0.42
H -1.09 3.72 -1.35
H -2.40 4.78 -1.86
H -2.77 2.35 -2.50
H -4.06 3.00 -1.47
H -2.56 0.15 -1.94
H -4.03 0.11 -0.93
H -2.46 -0.34 -0.24
N 0.00 -3.29 4.61
C 0.13 -3.04 3.27
N 1.40 -2.93 2.81
N -0.95 -3.06 2.53
C -0.87 -2.66 1.26
N -0.16 -1.73 0.67
H 0.66 -2.77 5.17
H -0.96 -3.15 4.90
H 2.12 -2.83 3.51
H 1.55 -2.35 1.99
O -0.06 0.72 -0.68
C 1.07 0.29 -1.05
*
```

Results
Max |F|   0.42 eV Å⁻¹
DFT total energy   -103770.44071 eV
Gap between HOMO and LUMO (alpha / beta)   0.16190 / 0.22728 Ha
LUMO energy (alpha / beta)   4.23 / 4.23 eV